The following is a quantum chemistry calculation of 5 unconnected molecules or ions with the total composition C2H15N2O5 at a distorted geometry, from the Open Molecules 2025 dataset.

```
24
Properties=species:S:1:pos:R:3:forces:R:3:nbo_charge:R:1
N 0.3265 0.0143 0.5302 0.05 -0.47 -1.48 -0.747
C 1.1161 0.6599 -0.6963 -3.18 2.93 0.28 -0.286
C 0.2392 0.5578 -2.0134 -2.22 -0.97 2.12 0.657
N 0.7288 0.5922 -3.2976 -0.55 0.36 0.72 -0.814
O -0.9579 0.5043 -1.6561 1.81 0.43 -2.24 -0.619
H 0.7042 0.2337 1.4400 0.88 1.23 0.13 0.443
H -0.6598 0.4731 0.5070 1.04 -1.39 -0.14 0.518
H 0.3632 -1.0510 0.6159 -0.96 1.48 -1.44 0.464
H 2.1337 0.4592 -0.8023 1.56 -0.70 0.50 0.227
H 0.9362 1.8319 -0.5100 0.95 -2.59 -0.13 0.256
H 1.6758 0.3841 -3.5662 0.15 0.12 0.53 0.414
H 0.1446 0.8973 -4.0821 -0.05 -0.42 0.84 0.430
H -0.4003 -3.3749 -1.1022 -0.51 -1.02 -1.09 0.497
H 0.6611 -3.5735 0.0792 -1.22 0.55 -1.26 0.489
O 0.0258 -2.9599 -0.3824 2.05 0.45 2.45 -0.977
H -2.8772 1.8200 0.4728 1.36 -0.64 1.09 0.503
H -2.1694 2.0902 1.8017 -0.14 2.16 2.57 0.476
O -2.1655 1.5060 1.1057 -0.98 -1.55 -3.72 -0.949
H -2.9027 -2.1525 1.0436 2.39 1.25 0.79 0.489
H -1.5456 -2.3474 1.6906 3.17 -4.63 2.41 0.455
O -2.0234 -1.7070 1.3330 -5.61 3.40 -3.07 -0.940
H 2.8596 1.3256 2.6774 -0.48 0.08 -0.78 0.491
H 1.6797 2.2023 2.6985 -1.03 1.34 0.90 0.481
O 2.1074 1.6145 2.1128 1.53 -1.41 0.04 -0.959
```
Positions in Å, forces in eV/Å.

For the HOMO energy, the calculation gives -0.49407 hartree. For the energy, the calculation gives -570.66087 Ha. The value obtained for the frontier orbital gap is 0.3942 Eh. The net charge is +1. The multiplicity is 1. The largest force on an atom is 7.247 eV Å⁻¹. As for the energy relative to the best compared isomer or geometry (same formula, charge and spin): 172.9 kJ/mol.